one) Formula: C4H8N4
Source: OMol25
Level of theory: ωB97M-V/def2-TZVPD

The HOMO energy comes out at -7.93 eV.

Last columns: bonded neighbours and bond lengths (Å).
Element x y z (Å)
1 N -0.442 -1.195 0.575  N2 1.354, C5 1.436, C8 1.540
2 N 0.902 -1.069 0.667  N1 1.354, N4 1.312
3 N 0.279 0.890 -0.279  N4 1.311, C8 1.415
4 N 1.227 0.091 0.147  N2 1.312, N3 1.311, C7 1.420
5 C -0.968 -1.148 -0.761  N1 1.436, C8 1.508, H9 1.071, H11 1.025
6 C -2.111 0.741 0.707  C8 1.523, H12 1.224, H14 1.038, H16 1.043
7 C 2.568 0.413 -0.189  N4 1.420, H10 1.120, H13 1.148, H15 1.075
8 C -0.899 0.156 -0.006  N1 1.540, N3 1.415, C5 1.508, C6 1.523
9 H -0.296 -1.375 -1.562  C5 1.071
10 H 2.796 1.504 -0.069  C7 1.120
11 H -1.842 -1.673 -0.868  C5 1.025
12 H -1.695 1.741 1.278  C6 1.224
13 H 2.647 0.224 -1.318  C7 1.148
14 H -2.493 0.045 1.376  C6 1.038
15 H 3.185 -0.334 0.278  C7 1.075
16 H -2.857 0.991 0.023  C6 1.043

---

two) Formula: C4H8N4
Source: OMol25
Level of theory: ωB97M-V/def2-TZVPD

The HOMO energy comes out at -7.65 eV. The structure (SMILES) is C/N=c1\cc[nH]n1N.

Last columns: bonded neighbours and bond lengths (Å).
Element x y z (Å)
1 N -0.168 -1.233 -0.109  N2 1.363, N4 1.463, C8 1.333
2 N 1.042 -1.674 -0.555  N1 1.363, H13 1.061, H15 1.003
3 N 0.468 0.429 -1.340  C6 1.381, C8 1.353
4 N -0.395 -1.524 1.307  N1 1.463, C5 1.363, H11 1.089
5 C -0.991 -0.447 1.892  N4 1.363, C7 1.353, H14 1.243
6 C 0.351 1.797 -1.493  N3 1.381, H9 1.084, H12 1.161, H16 1.302
7 C -0.917 0.498 0.926  C5 1.353, C8 1.404, H10 1.136
8 C -0.204 0.095 -0.215  N1 1.333, N3 1.353, C7 1.404
9 H 1.281 2.219 -1.855  C6 1.084
10 H -1.302 1.524 1.226  C7 1.136
11 H -0.446 -2.519 1.746  N4 1.089
12 H 0.392 2.324 -0.459  C6 1.161
13 H 0.795 -2.138 -1.476  N2 1.061
14 H -1.095 -0.710 3.102  C5 1.243
15 H 1.710 -0.947 -0.383  N2 1.003
16 H -0.520 2.308 -2.314  C6 1.302

---

Relative calculated energies, zero for the most stable structure, unit eV: one) 0.000; two) 1.391.